# 1
{
  "formula": "C6H11N",
  "method": "ωB97M-V/def2-TZVPD",
  "elements": ["C", "C", "N", "C", "C", "C", "C", "H", "H", "H", "H", "H", "H", "H", "H", "H", "H", "H"],
  "xyz": [[1.5325, 2.3316, 2.1399], [0.9936, 1.5448, 1.2068], [0.1552, 0.4543, 1.4427], [-0.7867, 0.1609, 0.3721], [-0.2484, -0.8200, -0.6268], [-0.7806, -1.0786, -1.8152], [-0.7557, -2.4083, -2.5417], [1.6594, 2.0197, 3.1699], [2.1384, 3.1717, 1.8384], [1.1714, 1.7684, 0.1583], [-0.2162, 0.5592, 2.3743], [-1.1688, 1.1037, -0.0443], [-1.6978, -0.3118, 0.7403], [0.5507, -1.4554, -0.2671], [-1.5497, -0.3834, -2.1555], [-0.8688, -3.1564, -1.7605], [0.2059, -2.5450, -3.0328], [-1.6279, -2.5010, -3.1682]],
  "forces_ev_per_angstrom": [[0.86, -0.38, -0.14], [-0.20, 0.28, -0.01], [0.54, 0.33, 0.16], [-0.27, 0.39, -0.03], [0.33, -0.19, -0.53], [-1.23, 0.32, 0.29], [0.74, 0.60, 1.06], [-0.62, 0.15, 0.15], [0.07, 0.00, -0.10], [-0.22, 0.02, -0.01], [-0.40, -0.43, -0.12], [0.19, -0.15, -0.45], [0.17, -0.06, 0.62], [-0.07, -0.25, 0.34], [0.04, 0.01, -0.04], [0.20, -0.34, -0.14], [-0.23, -0.30, -0.44], [0.10, 0.02, -0.60]],
  "fmax_ev_per_a": 1.43,
  "e_tot_ev": -7888.5349
}

---

# 2
{
  "formula": "C44H50Cl2Ge2N4O5STi",
  "method": "ωB97M-V/def2-TZVPD",
  "elements": ["Ti", "O", "Cl", "O", "O", "O", "C", "C", "C", "C", "C", "C", "C", "C", "C", "S", "C", "N", "H", "H", "H", "H", "H", "H", "H", "H", "C", "N", "C", "C", "C", "N", "C", "C", "O", "H", "H", "H", "H", "H", "H", "H", "H", "H", "H", "H", "H", "Cl", "C", "C", "C", "C", "C", "C", "C", "H", "H", "H", "H", "H", "H", "N", "C", "C", "C", "C", "C", "C", "H", "H", "H", "H", "H", "C", "Ge", "C", "C", "Ge", "C", "C", "C", "C", "C", "C", "C", "C", "C", "C", "C", "C", "H", "H", "H", "H", "H", "H", "H", "H", "H", "H", "H", "H", "H", "H", "H", "H", "H", "H", "H"],
  "xyz": [[0.4794, 0.1663, -0.6322], [-0.2105, -5.0895, -4.0386], [-0.8504, -4.5160, -5.2794], [-1.9091, -3.4664, -4.9712], [-0.6180, -0.7187, 0.7622], [-0.5241, 0.6689, -1.8331], [3.6780, -0.6764, 1.6926], [4.3220, 0.2569, 0.6799], [5.7134, 0.1794, 0.6248], [6.4044, 0.9030, -0.3191], [5.7013, 1.5503, -1.3673], [6.3933, 2.1280, -2.4600], [5.7059, 2.6565, -3.5648], [4.3523, 2.4719, -3.6160], [3.5570, 2.0744, -2.4741], [1.8999, 2.2462, -2.6908], [4.2683, 1.5651, -1.3477], [3.6397, 1.0811, -0.1312], [3.8178, -0.2922, 2.7183], [4.2501, -1.6484, 1.6321], [2.6008, -0.8818, 1.5217], [6.1884, -0.5012, 1.3272], [7.4963, 0.8081, -0.3637], [7.4883, 2.2999, -2.3880], [6.2237, 3.2461, -4.3437], [3.7842, 2.6998, -4.5184], [0.7023, -1.3707, -4.1982], [1.9374, -1.8255, -3.5162], [2.9966, -2.1753, -4.4491], [3.6675, -3.4743, -4.0836], [3.9827, -3.5875, -2.6410], [2.9836, -2.9753, -1.7812], [3.0963, -3.5647, -0.4427], [2.0409, -2.0895, -2.1424], [1.3283, -1.4611, -1.3118], [-0.1974, -2.0125, -4.0309], [0.9689, -1.4287, -5.2890], [0.4088, -0.3761, -3.8740], [3.6644, -1.3171, -4.4191], [2.5362, -2.2274, -5.4458], [4.6192, -3.5386, -4.6157], [3.0679, -4.3518, -4.3485], [4.9512, -3.1876, -2.2407], [3.9747, -4.6299, -2.4419], [3.1374, -2.7609, 0.3054], [4.0493, -4.1401, -0.4759], [2.2325, -4.2180, -0.2067], [-1.7663, 7.2758, -1.0980], [-2.5754, 6.4143, 0.1334], [-2.8355, 7.0615, 1.3299], [-3.6027, 6.5163, 2.3295], [-4.0866, 5.2113, 2.2003], [-3.6831, 4.4914, 1.1144], [-2.9138, 5.0273, 0.0080], [-2.5330, 4.2339, -1.0184], [-2.5677, 8.1429, 1.4438], [-3.7884, 7.0995, 3.2206], [-4.6385, 4.7181, 3.0070], [-3.9465, 3.4343, 1.0495], [-1.9027, 4.6189, -1.7799], [-2.8002, 3.1937, -1.0411], [2.2441, 1.0955, -0.0225], [1.7236, 2.1128, 0.8073], [0.7322, 1.8006, 1.7647], [0.0646, 2.7925, 2.4392], [0.5307, 4.1127, 2.3058], [1.5302, 4.4304, 1.4021], [2.1014, 3.4578, 0.6160], [0.6481, 0.7596, 2.1369], [-0.7655, 2.5838, 3.0942], [0.1078, 4.8825, 2.9830], [1.8494, 5.4750, 1.3348], [2.9610, 3.8026, -0.0474], [-5.9982, -1.0571, 1.5112], [-4.6521, -1.1818, 0.1019], [-4.6969, 0.3246, -1.1436], [-4.6200, -2.7825, -1.1852], [-2.3905, -1.2190, 1.2423], [-1.9762, -3.0990, 1.5278], [-2.9399, -4.0036, 2.0066], [-2.5678, -5.3350, 2.2454], [-1.2933, -5.7886, 2.0069], [-0.3562, -4.9088, 1.4287], [-0.6511, -3.5545, 1.2928], [-2.7299, -0.3802, 2.9875], [-2.0818, -1.0064, 4.0318], [-2.3985, -0.7279, 5.3865], [-3.3503, 0.2401, 5.6755], [-3.9097, 0.9216, 4.6087], [-3.6440, 0.6700, 3.3009], [-5.6824, -1.4792, 2.4635], [-6.9044, -1.6430, 1.1974], [-6.2601, -0.0327, 1.7054], [-3.8284, 0.2794, -1.8051], [-4.6604, 1.2932, -0.6026], [-5.6700, 0.2865, -1.7000], [-3.5734, -3.1117, -1.2004], [-4.9247, -2.4113, -2.2005], [-5.3465, -3.4978, -0.7956], [-3.9473, -3.6779, 2.2098], [-3.3397, -6.0070, 2.6034], [-1.0903, -6.8302, 2.2406], [0.6119, -5.3365, 1.1561], [0.0758, -2.8438, 0.9313], [-1.1915, -1.6695, 3.8831], [-1.8935, -1.3281, 6.1574], [-3.5932, 0.5886, 6.6865], [-4.5318, 1.8004, 4.8651], [-4.0820, 1.2648, 2.4955]],
  "forces_ev_per_angstrom": [[-3.12, -0.09, -0.70], [0.90, -0.65, 1.59], [0.07, -0.08, -1.89], [-0.69, 0.74, 0.33], [-1.13, 0.58, -0.90], [1.01, -0.60, 1.70], [-0.11, -0.35, -0.04], [-0.87, -0.06, 0.53], [0.80, 0.58, -0.70], [-0.04, -1.01, 0.29], [0.16, 0.42, -0.69], [0.95, 0.82, 0.15], [0.61, -0.28, 0.63], [-0.49, 0.02, 0.40], [-0.13, 0.13, -1.21], [-0.52, -0.13, 0.10], [0.33, 0.09, 1.49], [-0.08, -1.04, -2.08], [-0.19, -0.07, -0.39], [-0.58, 1.02, 0.14], [0.71, 0.35, 0.03], [0.12, 0.31, -0.14], [-0.43, 0.29, -0.04], [-0.80, -0.42, 0.08], [-0.20, -0.75, 0.37], [0.09, 0.20, 0.40], [-0.64, -0.20, -0.12], [-0.65, -0.69, 1.59], [-0.34, 0.08, 0.39], [0.69, 0.03, -1.02], [0.14, 0.99, 0.72], [0.06, -0.73, 1.11], [-0.26, 0.70, 0.19], [-0.15, 1.03, -3.44], [0.57, -1.44, 0.06], [0.88, 0.04, -0.02], [-0.76, 0.46, 1.20], [0.22, 0.28, -0.20], [0.62, -0.07, -0.32], [0.47, -0.14, 0.39], [-0.06, -0.15, -0.26], [-0.20, 0.41, -0.16], [-0.38, -0.17, -0.95], [0.14, -1.04, 0.45], [0.02, -0.48, -0.12], [-0.85, 0.40, 0.56], [0.50, 0.22, -0.22], [0.56, 0.29, -0.83], [-0.62, -0.07, 2.02], [0.07, 1.68, -1.01], [-0.46, 0.32, 1.32], [0.70, -0.48, 0.00], [-0.51, -0.41, -0.01], [0.04, -0.28, 0.10], [-0.07, -0.27, -0.27], [0.04, -1.02, -0.22], [-0.12, 0.06, 0.10], [0.03, 0.22, -0.24], [-0.01, 0.13, -0.11], [0.42, 0.12, -0.65], [-0.03, -0.30, -0.04], [0.41, -0.49, 1.53], [0.51, 0.70, -0.25], [0.96, -1.36, -0.20], [0.49, 1.75, 0.04], [-1.26, -0.15, 0.91], [-0.02, 0.58, 0.43], [1.27, 0.44, -0.48], [-0.34, 0.61, -0.83], [0.04, -0.18, 0.26], [0.15, -0.43, -0.81], [-0.03, -0.40, -0.10], [-1.40, -0.97, 0.58], [-0.93, -1.33, -0.16], [1.72, -0.17, -1.48], [-0.96, 0.75, 0.43], [-0.46, 1.45, 0.46], [1.59, 0.96, -0.93], [0.40, -0.71, 0.67], [1.44, -0.12, -0.41], [-1.06, 0.63, 0.22], [0.19, 0.36, -0.59], [0.03, -0.55, 0.82], [-1.13, -0.62, -0.26], [-0.10, 0.42, 0.02], [0.92, -0.24, 1.61], [0.15, -0.43, -0.30], [0.63, -0.26, 0.16], [-1.11, 2.07, 0.99], [0.95, -1.41, -1.37], [0.22, -0.09, -0.02], [0.63, 0.67, 0.23], [-0.19, 0.49, -0.11], [-0.24, -0.07, -0.05], [0.00, -0.45, -0.36], [0.93, 0.07, 0.21], [-0.52, -0.32, -0.08], [0.30, -0.39, 1.00], [0.38, -0.39, -0.30], [-0.25, 0.05, -0.02], [0.13, -0.13, 0.14], [0.31, 0.13, -0.29], [-0.11, 0.39, 0.10], [0.05, 0.04, -0.11], [-1.19, 0.29, -0.22], [-0.21, 0.53, -0.21], [0.13, -0.49, -0.33], [0.16, -0.61, -0.28], [0.02, -0.17, 0.30]],
  "total_charge": -2,
  "fmax_ev_per_a": 3.59,
  "e_tot_ev": -234659.7383
}

---

# 3
{
  "formula": "C3H6N2S",
  "method": "ωB97M-V/def2-TZVPD",
  "elements": ["C", "C", "C", "N", "N", "S", "H", "H", "H", "H", "H", "H"],
  "xyz": [[-1.6075, -0.9598, -0.4019], [-0.6118, 1.8346, 0.4231], [1.4346, -1.4022, -0.3162], [-2.4273, -1.7627, -0.4057], [0.0232, 0.6272, 0.0351], [0.9506, -0.2451, 1.0223], [-0.7535, 1.9671, 1.5718], [0.2021, 2.6021, 0.2673], [-1.3509, 2.0641, -0.2959], [1.3003, -2.4364, -0.0060], [2.3045, -1.2086, -0.8189], [0.5356, -1.0801, -1.0751]],
  "forces_ev_per_angstrom": [[1.30, 2.06, 0.18], [2.37, 1.17, 2.90], [-4.78, 0.65, -0.35], [-0.88, -0.99, -0.01], [-0.48, -1.39, -0.42], [0.32, -0.10, -1.00], [-0.77, -0.39, -2.02], [-0.52, -0.55, -0.19], [-1.25, 0.17, -0.10], [0.15, 0.11, 0.09], [2.45, 0.61, -0.74], [2.09, -1.33, 1.67]],
  "fmax_ev_per_a": 4.83,
  "e_tot_ev": -17018.3592
}

---

# 4
{
  "formula": "C19H25BrN4O2OsPS3",
  "method": "ωB97M-V/def2-TZVPD",
  "elements": ["Os", "C", "C", "O", "P", "S", "S", "O", "C", "C", "H", "H", "H", "H", "H", "H", "H", "H", "H", "H", "Br", "C", "C", "C", "C", "C", "C", "N", "C", "C", "C", "C", "C", "C", "N", "H", "H", "H", "H", "H", "H", "H", "H", "H", "S", "C", "N", "C", "C", "N", "H", "H", "H", "H", "H", "H"],
  "xyz": [[-0.3181, -0.6328, -0.7560], [4.3582, 2.8386, -2.3177], [2.9076, 3.2077, -2.4976], [1.9678, 2.1818, -1.9996], [1.8218, 1.4541, -0.6515], [2.0348, -0.5692, -0.8118], [-0.1035, 1.5748, 0.0024], [2.8630, 2.1039, 0.3152], [3.1065, 1.6249, 1.6717], [3.9732, 2.6437, 2.3675], [4.9625, 3.6079, -2.7993], [4.5861, 1.8842, -2.7927], [4.6365, 2.8001, -1.2676], [2.6497, 3.2752, -3.5497], [2.6575, 4.1467, -2.0091], [3.5960, 0.6530, 1.6010], [2.1419, 1.5049, 2.1708], [4.9518, 2.7007, 1.8939], [4.1085, 2.3607, 3.4114], [3.5042, 3.6258, 2.3271], [-6.5603, 3.3701, -1.5785], [-5.2298, 2.0504, -1.5506], [-5.5590, 0.7520, -1.1869], [-4.5845, -0.2291, -1.1866], [-3.2782, 0.0840, -1.5473], [-2.9584, 1.3885, -1.9006], [-3.9268, 2.3751, -1.9015], [-2.2462, -0.9091, -1.5701], [-2.5405, -2.1296, -1.8082], [-1.5062, -3.1431, -1.6708], [-1.6902, -4.4564, -2.0511], [-0.6400, -5.3541, -1.9280], [0.5659, -4.8988, -1.4241], [0.6803, -3.5700, -1.0568], [-0.3286, -2.7008, -1.1731], [-6.5747, 0.5141, -0.9037], [-4.8429, -1.2320, -0.8684], [-1.9493, 1.6185, -2.2146], [-3.6811, 3.3880, -2.1880], [-3.5268, -2.3947, -2.1747], [-2.6518, -4.7573, -2.4462], [-0.7581, -6.3887, -2.2204], [1.4110, -5.5619, -1.3063], [1.6087, -3.1904, -0.6545], [-1.6856, -1.0634, 1.2453], [-0.6692, -0.7638, 2.5950], [-1.1295, -0.3043, 3.7433], [-0.0831, -0.2032, 4.7692], [1.1304, -0.8339, 4.0557], [0.6417, -0.9775, 2.6732], [-2.0913, -0.0433, 3.8893], [-0.3677, -0.7449, 5.6674], [0.0853, 0.8401, 5.0304], [1.3865, -1.8081, 4.4690], [2.0111, -0.1974, 4.0876], [1.1331, -1.5118, 1.9769]],
  "forces_ev_per_angstrom": [[0.35, -0.44, 1.78], [-0.07, -0.10, 0.05], [0.21, 0.10, -0.11], [0.15, -0.03, -0.10], [-0.13, 0.21, 0.26], [-0.33, 0.20, -0.23], [-0.02, -0.18, -0.39], [0.05, 0.04, -0.02], [0.01, 0.05, 0.16], [-0.03, -0.01, -0.12], [-0.01, -0.01, -0.02], [0.00, 0.01, -0.01], [0.05, 0.00, -0.02], [-0.07, 0.02, 0.01], [-0.08, -0.06, 0.09], [0.00, -0.02, -0.05], [-0.04, 0.03, -0.07], [0.01, 0.02, 0.03], [0.02, 0.00, -0.01], [0.01, 0.00, 0.06], [-0.01, 0.03, 0.03], [0.01, -0.01, -0.01], [-0.03, -0.02, -0.02], [0.02, -0.22, 0.13], [-0.04, 0.25, -0.30], [0.21, -0.01, -0.12], [0.00, -0.03, -0.04], [-0.14, 0.25, 1.01], [-0.12, -0.16, -0.59], [0.04, -0.08, 0.02], [-0.24, -0.08, -0.07], [0.00, -0.01, 0.00], [-0.08, -0.03, 0.08], [0.05, 0.06, 0.11], [-0.17, -0.05, -0.43], [0.02, -0.03, 0.01], [-0.03, 0.04, 0.03], [-0.01, 0.07, 0.02], [0.02, -0.02, -0.02], [0.03, -0.10, 0.02], [0.04, -0.06, 0.00], [-0.03, 0.02, -0.02], [0.01, 0.03, -0.01], [0.02, 0.03, -0.04], [0.16, 0.21, -1.06], [0.33, 0.05, -0.07], [-0.09, -0.16, 0.13], [0.01, 0.00, 0.01], [-0.03, 0.03, -0.06], [0.05, -0.01, 0.17], [0.01, 0.05, -0.07], [0.00, -0.02, 0.00], [-0.01, 0.02, -0.03], [0.00, -0.02, -0.01], [0.00, 0.02, 0.03], [-0.03, 0.07, -0.11]],
  "s_squared": 0.7576,
  "total_charge": 2,
  "fmax_ev_per_a": 1.87,
  "multiplicity": 2,
  "e_tot_ev": -144458.4920
}

---

Please write out number 3 again, unchanged.
{
  "formula": "C3H6N2S",
  "method": "ωB97M-V/def2-TZVPD",
  "elements": ["C", "C", "C", "N", "N", "S", "H", "H", "H", "H", "H", "H"],
  "xyz": [[-1.6075, -0.9598, -0.4019], [-0.6118, 1.8346, 0.4231], [1.4346, -1.4022, -0.3162], [-2.4273, -1.7627, -0.4057], [0.0232, 0.6272, 0.0351], [0.9506, -0.2451, 1.0223], [-0.7535, 1.9671, 1.5718], [0.2021, 2.6021, 0.2673], [-1.3509, 2.0641, -0.2959], [1.3003, -2.4364, -0.0060], [2.3045, -1.2086, -0.8189], [0.5356, -1.0801, -1.0751]],
  "forces_ev_per_angstrom": [[1.30, 2.06, 0.18], [2.37, 1.17, 2.90], [-4.78, 0.65, -0.35], [-0.88, -0.99, -0.01], [-0.48, -1.39, -0.42], [0.32, -0.10, -1.00], [-0.77, -0.39, -2.02], [-0.52, -0.55, -0.19], [-1.25, 0.17, -0.10], [0.15, 0.11, 0.09], [2.45, 0.61, -0.74], [2.09, -1.33, 1.67]],
  "fmax_ev_per_a": 4.83,
  "e_tot_ev": -17018.3592
}